[1]
Formula: C23H14F5N3PtS3Se
Source: OMol25
Level of theory: ωB97M-V/def2-TZVPD

Output
Charge   0
HOMO level (alpha / beta)   -7.69 / -7.69 eV
Multiplicity   1
Maximum force   1.9 eV Å⁻¹
Gap between HOMO and LUMO (alpha / beta)   0.248 / 0.248 Ha
ΔE to the lowest compared entry with this formula, charge and spin   134.9 kJ/mol

Positions of all 50 atoms, in Å:
Pt (0.142, -0.172, 0.024)
S (1.301, -3.691, 2.672)
C (0.923, -2.465, 1.699)
S (-0.434, -2.313, 0.548)
S (1.780, -0.936, 1.540)
N (-1.059, 2.853, 0.981)
C (-1.419, 1.864, 1.870)
C (-2.086, 2.332, 3.014)
C (-2.426, 1.457, 4.014)
C (-2.079, 0.122, 3.867)
C (-1.433, -0.259, 2.718)
N (-1.120, 0.575, 1.708)
C (-0.431, 2.929, -0.243)
C (-0.333, 4.220, -0.782)
C (0.172, 4.394, -2.045)
C (0.541, 3.265, -2.765)
C (0.426, 2.039, -2.162)
N (-0.021, 1.848, -0.904)
H (-1.333, 3.762, 1.313)
H (-2.311, 3.387, 3.097)
H (-2.936, 1.812, 4.899)
H (-2.298, -0.618, 4.621)
H (-1.155, -1.290, 2.568)
H (-0.672, 5.061, -0.191)
H (0.255, 5.384, -2.471)
H (0.911, 3.317, -3.778)
H (0.702, 1.148, -2.698)
Se (-2.060, -0.638, -1.701)
C (-1.318, -0.208, -3.408)
C (-1.644, 1.019, -3.997)
C (-1.174, 1.359, -5.255)
C (-0.345, 0.484, -5.947)
C (-0.020, -0.738, -5.377)
C (-0.514, -1.088, -4.127)
H (-2.273, 1.709, -3.448)
H (-1.448, 2.312, -5.692)
H (0.033, 0.747, -6.927)
H (0.608, -1.440, -5.912)
H (-0.287, -2.065, -3.719)
F (2.761, 1.416, -0.660)
C (2.715, 0.310, -1.427)
C (1.667, -0.589, -1.292)
C (1.767, -1.737, -2.072)
F (0.896, -2.736, -1.953)
C (2.784, -1.931, -2.993)
F (2.811, -3.035, -3.740)
C (3.778, -0.982, -3.134)
F (4.763, -1.157, -4.012)
C (3.748, 0.142, -2.330)
F (4.716, 1.058, -2.428)

What are the Mulliken partial charges on each atom? They are as follows, in elementary charge units: Pt 1.246; S -0.237; C 0.131; S -0.335; S -0.322; N 0.033; C 0.908; C -0.953; C -0.344; C -0.911; C -0.118; N 0.008; C 0.733; C -0.669; C -0.776; C -1.406; C -0.149; N 0.311; H 0.103; H 0.357; H 0.418; H 0.439; H 0.285; H 0.410; H 0.421; H 0.566; H 0.508; Se -0.061; C -0.101; C -0.309; C -0.556; C -0.561; C -0.566; C -0.420; H 0.409; H 0.427; H 0.404; H 0.476; H 0.623; F -0.429; C 0.518; C -0.082; C -0.653; F -0.430; C 0.491; F -0.354; C 0.584; F -0.318; C 0.574; F -0.323

[2]
Formula: C42H41MnN19O9S2
Source: OMol25
Level of theory: ωB97M-V/def2-TZVPD

Output
Charge   -2
⟨S²⟩   8.75
HOMO level (alpha / beta)   -3.20 / -3.23 eV
Multiplicity   6
Maximum force   0.8 eV Å⁻¹
Gap between HOMO and LUMO (alpha / beta)   0.229 / 0.230 Ha

Positions of all 114 atoms, in Å:
Mn (-0.556, 0.915, 0.530)
C (-3.183, -4.055, 0.367)
N (-2.039, -3.228, 0.595)
C (-1.753, -2.082, -0.006)
N (-0.779, -1.475, 0.620)
C (-0.471, -2.328, 1.631)
N (-1.224, -3.404, 1.669)
C (-2.885, -5.389, -0.250)
C (-3.669, -6.476, 0.113)
C (-3.489, -7.718, -0.485)
C (-2.508, -7.876, -1.454)
C (-1.712, -6.785, -1.801)
C (-1.897, -5.554, -1.204)
C (-0.681, -6.990, -2.818)
N (-0.330, -8.096, -3.372)
N (0.652, -7.770, -4.303)
C (0.832, -6.495, -4.224)
O (0.015, -5.923, -3.300)
C (1.783, -5.645, -4.956)
C (2.788, -6.229, -5.723)
C (3.720, -5.423, -6.342)
C (3.691, -4.042, -6.179)
C (2.703, -3.438, -5.420)
C (2.709, -1.926, -5.151)
N (2.278, -1.633, -3.797)
C (1.120, -1.098, -3.379)
N (0.975, -1.276, -2.086)
C (2.119, -1.924, -1.739)
N (2.931, -2.173, -2.744)
C (1.725, -4.251, -4.828)
H (-3.876, -3.473, -0.245)
H (-3.676, -4.212, 1.327)
H (-2.306, -1.695, -0.839)
H (0.310, -2.111, 2.341)
H (-4.431, -6.347, 0.872)
H (-4.109, -8.557, -0.195)
H (-2.338, -8.828, -1.937)
H (-1.271, -4.714, -1.483)
H (2.836, -7.306, -5.809)
H (4.507, -5.874, -6.931)
H (4.469, -3.434, -6.625)
H (2.006, -1.420, -5.816)
H (3.698, -1.500, -5.315)
H (0.433, -0.592, -4.039)
H (2.368, -2.186, -0.723)
H (0.958, -3.806, -4.213)
N (2.575, 1.568, -1.079)
C (2.589, 0.763, 0.041)
N (3.683, 0.155, 0.471)
N (3.254, -0.540, 1.540)
N (1.993, -0.362, 1.729)
N (1.524, 0.488, 0.787)
C (1.435, 1.802, -1.831)
N (1.503, 2.112, -3.117)
N (0.211, 2.288, -3.477)
N (-0.565, 2.081, -2.470)
N (0.182, 1.774, -1.382)
H (3.416, 1.512, -1.628)
C (3.489, -0.087, 4.700)
C (2.114, 0.488, 4.868)
C (1.902, 1.859, 4.864)
C (0.624, 2.389, 4.970)
C (-0.456, 1.534, 5.080)
C (-0.268, 0.157, 5.094)
C (1.010, -0.355, 4.989)
S (-2.092, 2.189, 5.236)
O (-2.790, 1.461, 6.271)
O (-1.962, 3.613, 5.391)
N (-2.829, 1.869, 3.822)
C (-3.969, 0.955, 3.732)
C (-3.674, -0.371, 3.029)
C (-3.417, -0.206, 1.522)
O (-4.032, -0.928, 0.726)
O (-2.518, 0.650, 1.228)
H (4.247, 0.697, 4.718)
H (3.564, -0.596, 3.738)
H (3.712, -0.804, 5.496)
H (2.748, 2.525, 4.741)
H (0.451, 3.455, 4.938)
H (-1.120, -0.504, 5.186)
H (1.159, -1.429, 4.975)
H (-2.182, 1.863, 3.030)
H (-4.767, 1.480, 3.201)
H (-4.321, 0.762, 4.745)
H (-4.520, -1.050, 3.163)
H (-2.795, -0.839, 3.477)
C (3.232, 5.763, -2.504)
C (1.983, 6.125, -1.753)
C (0.735, 5.951, -2.347)
C (-0.423, 6.297, -1.677)
C (-0.341, 6.810, -0.388)
C (0.888, 6.974, 0.228)
C (2.043, 6.627, -0.457)
S (-1.829, 7.293, 0.447)
O (-1.483, 8.124, 1.574)
O (-2.697, 7.821, -0.570)
N (-2.517, 5.938, 1.008)
C (-2.293, 5.455, 2.379)
C (-1.042, 4.613, 2.633)
C (-0.925, 3.342, 1.793)
O (-0.340, 2.357, 2.323)
O (-1.395, 3.301, 0.634)
H (3.296, 4.685, -2.634)
H (4.124, 6.100, -1.974)
H (3.229, 6.210, -3.500)
H (0.669, 5.518, -3.336)
H (-1.389, 6.159, -2.142)
H (0.936, 7.392, 1.225)
H (3.008, 6.750, 0.023)
H (-2.370, 5.137, 0.376)
H (-3.171, 4.846, 2.602)
H (-2.308, 6.317, 3.045)
H (-1.033, 4.318, 3.685)
H (-0.140, 5.202, 2.458)

Here are the Mulliken charges for atoms 1 to 99, given in e: Mn 0.604; C -1.525; N 1.571; C -1.378; N 1.273; C -0.820; N -1.147; C 1.067; C -0.870; C -0.667; C -1.013; C 0.176; C -0.361; C 0.538; N -0.503; N -0.557; C 0.677; O -0.238; C 0.091; C -0.908; C -0.596; C -0.718; C 0.801; C -1.065; N 0.829; C -0.460; N 0.085; C -0.695; N -0.965; C -0.224; H 0.318; H 0.461; H 0.447; H 0.541; H 0.415; H 0.386; H 0.492; H 0.900; H 0.483; H 0.375; H 0.389; H 0.290; H 0.411; H 0.476; H 0.702; H 0.587; N 0.124; C -0.148; N -0.860; N -0.629; N 0.055; N 0.962; C -0.022; N -0.356; N -0.786; N -0.474; N 0.798; H 0.343; C -1.523; C 1.040; C -0.723; C -0.154; C -0.197; C -0.328; C -0.715; S 1.493; O -0.820; O -0.765; N 0.451; C -1.039; C -0.179; C 0.477; O -0.833; O -0.726; H 0.342; H 0.363; H 0.365; H 0.268; H 0.481; H 0.535; H 0.264; H -0.478; H 0.288; H 0.533; H 0.390; H 0.049; C -1.391; C 1.064; C -0.497; C -0.500; C 0.050; C -0.383; C -0.822; S 1.407; O -0.717; O -0.763; N -0.241; C -1.363; C 0.536

[3]
Formula: C67H149N2O3P3
Source: OMol25
Level of theory: ωB97M-V/def2-TZVPD

Output
Charge   +4
HOMO level   -16.69 eV
Multiplicity   1
Maximum force   2.7 eV Å⁻¹
Gap between HOMO and LUMO   0.357 Ha

Positions of all 224 atoms, in Å:
C (-3.610, -18.990, 5.292)
C (-3.630, -17.536, 5.750)
C (-4.145, -17.311, 7.152)
C (-4.018, -15.841, 7.529)
N (-4.653, -15.486, 8.882)
C (-4.485, -16.542, 9.993)
C (-4.576, -15.717, 11.280)
C (-3.803, -14.440, 10.997)
C (-4.037, -14.244, 9.511)
C (-6.113, -15.266, 8.678)
H (-3.026, -19.642, 5.941)
H (-3.251, -19.050, 4.267)
H (-4.636, -19.368, 5.287)
H (-4.173, -16.936, 5.014)
H (-2.629, -17.089, 5.746)
H (-3.610, -18.026, 7.786)
H (-5.186, -17.627, 7.305)
H (-4.561, -15.174, 6.865)
H (-2.961, -15.582, 7.577)
H (-5.311, -17.245, 9.922)
H (-3.522, -17.025, 9.847)
H (-5.638, -15.556, 11.481)
H (-4.191, -16.302, 12.115)
H (-4.207, -13.543, 11.474)
H (-2.799, -14.501, 11.417)
H (-4.656, -13.359, 9.341)
H (-3.106, -13.958, 9.017)
H (-6.528, -14.854, 9.596)
H (-6.634, -16.154, 8.329)
H (-6.325, -14.475, 7.957)
C (-9.431, -7.917, 8.892)
C (-9.702, -8.022, 10.382)
C (-10.664, -9.178, 10.751)
C (-10.795, -9.307, 12.276)
N (-11.543, -10.568, 12.696)
C (-11.647, -10.776, 14.217)
C (-10.466, -11.663, 14.558)
C (-10.387, -12.607, 13.368)
C (-10.848, -11.803, 12.132)
C (-12.966, -10.454, 12.153)
H (-10.371, -7.630, 8.397)
H (-9.243, -8.882, 8.414)
H (-8.792, -7.114, 8.529)
H (-10.109, -7.054, 10.670)
H (-8.760, -8.331, 10.848)
H (-10.359, -10.062, 10.190)
H (-11.635, -8.945, 10.303)
H (-11.203, -8.397, 12.709)
H (-9.782, -9.468, 12.653)
H (-12.557, -11.366, 14.310)
H (-11.693, -9.813, 14.716)
H (-10.514, -12.271, 15.459)
H (-9.575, -11.031, 14.624)
H (-11.183, -13.327, 13.562)
H (-9.442, -13.092, 13.143)
H (-11.635, -12.465, 11.782)
H (-10.058, -11.546, 11.437)
H (-12.928, -10.413, 11.071)
H (-13.427, -9.564, 12.576)
H (-13.535, -11.309, 12.509)
C (-9.500, -16.861, 14.634)
C (-10.318, -16.807, 13.344)
C (-10.496, -18.213, 12.805)
C (-11.257, -18.294, 11.469)
P (-10.285, -18.376, 9.932)
C (-11.452, -18.351, 8.522)
C (-12.731, -19.199, 8.522)
C (-13.949, -18.419, 9.009)
C (-15.265, -19.160, 8.973)
C (-9.277, -19.931, 9.936)
C (-8.459, -20.204, 8.688)
C (-7.815, -21.603, 8.830)
C (-8.797, -22.758, 8.663)
C (-9.073, -16.998, 9.787)
C (-9.668, -15.574, 9.773)
C (-9.910, -14.974, 8.372)
C (-10.478, -13.564, 8.394)
H (-8.992, -15.959, 14.984)
H (-8.669, -17.571, 14.656)
H (-10.180, -17.148, 15.439)
H (-9.783, -16.236, 12.573)
H (-11.241, -16.284, 13.593)
H (-11.160, -18.698, 13.531)
H (-9.608, -18.836, 12.924)
H (-12.053, -17.552, 11.435)
H (-11.766, -19.265, 11.472)
H (-10.803, -18.553, 7.658)
H (-11.639, -17.309, 8.240)
H (-12.579, -20.086, 9.150)
H (-12.895, -19.684, 7.558)
H (-13.968, -17.478, 8.449)
H (-13.747, -18.101, 10.038)
H (-15.899, -19.077, 8.093)
H (-15.906, -18.696, 9.731)
H (-15.155, -20.190, 9.311)
H (-10.076, -20.667, 10.088)
H (-8.688, -19.980, 10.855)
H (-7.745, -19.380, 8.612)
H (-9.098, -20.170, 7.803)
H (-7.308, -21.628, 9.800)
H (-6.957, -21.640, 8.157)
H (-9.258, -22.765, 7.672)
H (-9.654, -22.736, 9.338)
H (-8.303, -23.722, 8.768)
H (-8.630, -17.200, 8.808)
H (-8.371, -17.258, 10.583)
H (-8.971, -14.860, 10.232)
H (-10.505, -15.521, 10.476)
H (-10.619, -15.618, 7.849)
H (-8.957, -14.970, 7.840)
H (-10.631, -13.244, 7.364)
H (-9.862, -12.838, 8.921)
H (-11.464, -13.560, 8.867)
C (-5.902, -14.367, 14.917)
C (-7.101, -13.594, 14.357)
C (-6.834, -12.140, 13.956)
C (-6.287, -11.263, 15.075)
P (-6.030, -9.484, 14.693)
C (-4.642, -9.460, 13.487)
C (-3.545, -10.469, 13.789)
C (-2.526, -10.525, 12.676)
C (-1.472, -11.668, 12.843)
C (-7.448, -8.561, 14.030)
C (-7.472, -7.034, 14.135)
C (-8.851, -6.469, 13.756)
C (-9.915, -6.674, 14.861)
C (-5.393, -8.623, 16.196)
C (-4.585, -7.335, 15.945)
C (-3.046, -7.548, 15.943)
C (-2.315, -6.248, 15.648)
H (-6.247, -15.326, 15.305)
H (-5.476, -13.887, 15.803)
H (-5.043, -14.513, 14.262)
H (-7.991, -13.636, 14.988)
H (-7.406, -14.039, 13.403)
H (-7.732, -11.657, 13.565)
H (-6.167, -12.160, 13.090)
H (-5.449, -11.674, 15.637)
H (-7.073, -11.199, 15.843)
H (-4.179, -8.469, 13.511)
H (-5.024, -9.656, 12.481)
H (-3.984, -11.473, 13.799)
H (-3.021, -10.323, 14.736)
H (-2.070, -9.567, 12.413)
H (-2.986, -10.859, 11.737)
H (-1.983, -12.609, 13.046)
H (-0.892, -11.412, 13.732)
H (-0.827, -11.745, 11.974)
H (-8.351, -8.980, 14.492)
H (-7.578, -8.845, 12.980)
H (-6.764, -6.591, 13.429)
H (-7.133, -6.591, 15.072)
H (-9.266, -6.777, 12.794)
H (-8.725, -5.394, 13.615)
H (-10.324, -7.680, 14.949)
H (-10.793, -6.043, 14.695)
H (-9.487, -6.227, 15.759)
H (-4.798, -9.323, 16.783)
H (-6.285, -8.343, 16.762)
H (-4.837, -6.556, 16.666)
H (-4.813, -6.842, 14.994)
H (-2.718, -8.298, 15.220)
H (-2.747, -8.031, 16.879)
H (-2.639, -5.887, 14.665)
H (-1.284, -6.520, 15.411)
H (-2.368, -5.431, 16.361)
C (-0.728, -7.457, 3.125)
C (-1.579, -6.936, 4.270)
C (-1.406, -7.713, 5.565)
C (-2.112, -7.013, 6.735)
P (-3.427, -7.998, 7.540)
C (-2.678, -9.295, 8.594)
C (-1.776, -10.338, 7.897)
C (-1.549, -11.530, 8.831)
C (-0.559, -12.543, 8.202)
C (-4.402, -6.828, 8.552)
C (-5.396, -7.452, 9.561)
C (-6.133, -6.473, 10.460)
C (-5.188, -5.631, 11.345)
C (-4.428, -8.874, 6.303)
C (-5.146, -10.124, 6.919)
C (-6.159, -10.812, 6.027)
C (-7.363, -10.012, 5.590)
H (0.326, -7.172, 3.226)
H (-0.826, -6.882, 2.197)
H (-0.866, -8.507, 2.876)
H (-2.612, -6.851, 3.902)
H (-1.442, -5.849, 4.333)
H (-0.358, -7.944, 5.754)
H (-1.816, -8.709, 5.369)
H (-2.545, -6.068, 6.399)
H (-1.321, -6.690, 7.416)
H (-3.340, -9.763, 9.330)
H (-2.008, -8.816, 9.323)
H (-0.808, -9.916, 7.632)
H (-2.262, -10.646, 6.968)
H (-2.471, -12.006, 9.173)
H (-1.063, -11.243, 9.766)
H (0.188, -12.092, 7.551)
H (-1.064, -13.364, 7.696)
H (0.043, -12.919, 9.032)
H (-4.781, -5.957, 8.017)
H (-3.548, -6.415, 9.109)
H (-4.878, -8.259, 10.091)
H (-6.138, -8.044, 9.012)
H (-6.702, -7.091, 11.157)
H (-6.711, -5.774, 9.859)
H (-5.852, -4.851, 11.730)
H (-4.507, -5.073, 10.699)
H (-4.639, -6.049, 12.187)
H (-3.730, -9.191, 5.526)
H (-5.158, -8.239, 5.799)
H (-5.612, -9.917, 7.883)
H (-4.324, -10.832, 7.033)
H (-6.467, -11.633, 6.683)
H (-5.645, -11.195, 5.142)
H (-7.976, -9.646, 6.420)
H (-8.052, -10.568, 4.953)
H (-7.139, -9.121, 4.998)
O (-7.107, -12.276, 9.329)
C (-6.530, -11.480, 10.324)
O (-7.331, -10.974, 11.163)
O (-5.282, -11.451, 10.380)
H (-7.992, -12.025, 9.697)

Here are the Mulliken charges for atoms 1 to 99, given in e: C -1.373; C -0.481; C -0.032; C -0.983; N 1.023; C -0.968; C -0.548; C 0.843; C 0.416; C -1.469; H 0.364; H 0.401; H 0.319; H 0.402; H 0.376; H 0.401; H 0.025; H 0.338; H 0.515; H 0.300; H 0.580; H -0.136; H 0.751; H -0.739; H 0.473; H -0.495; H -0.412; H 0.440; H 0.383; H -0.031; C -1.598; C 0.325; C -0.689; C -0.245; N 0.474; C -0.916; C 0.219; C 0.320; C 0.562; C -1.161; H 0.472; H 0.140; H 0.425; H 0.623; H -0.545; H -0.046; H 0.629; H 0.827; H -0.475; H 0.384; H 0.371; H 0.698; H -0.580; H 0.472; H -0.392; H 0.080; H -0.683; H 0.402; H 0.343; H 0.493; C -1.409; C 0.867; C -1.354; C -0.950; P 0.842; C -0.810; C -1.040; C 0.090; C -1.410; C -0.916; C 0.109; C -0.618; C -1.208; C -1.113; C -0.790; C -0.153; C -1.071; H 0.176; H 0.358; H 0.436; H -0.522; H 0.332; H 0.585; H 0.359; H 0.479; H 0.578; H 0.544; H 0.252; H 0.347; H 0.527; H 0.310; H 0.035; H 0.343; H 0.385; H 0.348; H 0.505; H 0.634; H -0.179; H 0.277

Computed values of calculated total energy (unit: Ha) for the preceding records, in sequence: -5263.769053 -5290.258898 -4000.338601.